Entry 1:
108
Properties=species:S:1:pos:R:3:forces:R:3 method="wB97M-V/def2-TZVPD" energy_ev=-114535.521 homo_lumo_gap_ev=7.09 max_force_ev_per_a=9.7 total_charge=0
C 3.216 -4.362 0.591 0.706 0.034 0.270
C 4.216 -3.077 0.210 -1.265 -0.170 -0.109
C 3.410 -2.194 -0.950 0.095 -0.590 0.806
C 2.413 -1.176 -0.125 -0.753 -0.099 -0.221
C 1.966 0.166 -0.954 0.515 -0.008 -0.353
C 1.766 1.514 -0.039 -0.507 0.503 -0.217
C 0.866 1.308 1.314 -0.359 0.677 0.452
C -0.733 1.729 1.135 0.246 -0.824 0.599
C -1.403 1.129 -0.273 -0.223 1.247 0.932
C -2.869 1.832 -0.404 -2.452 -1.733 0.950
C -4.153 1.360 0.222 2.944 3.320 -2.626
C -4.522 0.016 1.071 -0.216 0.085 -0.626
C -3.934 -1.380 0.409 -0.831 -1.275 -0.113
C -4.670 -2.637 1.226 0.448 1.287 1.213
C -4.260 -1.618 -1.167 0.142 -0.694 -0.873
C -5.121 2.687 -0.085 -2.729 0.583 5.036
O -6.160 3.050 0.717 6.670 -2.172 -6.126
O -4.504 3.568 -1.083 1.051 -1.578 1.188
C -3.121 3.169 -1.348 1.939 -0.483 -4.032
O -2.379 3.646 -2.384 -5.255 -2.928 7.584
H 3.556 -5.316 -0.026 -0.909 1.995 1.221
H 2.100 -4.080 0.338 2.262 -0.621 0.391
H 3.260 -4.579 1.754 -0.021 0.317 -2.737
H 4.306 -2.428 1.180 0.069 -1.161 -1.876
H 5.278 -3.431 -0.135 -2.100 0.614 0.628
H 2.807 -2.996 -1.594 1.254 2.037 1.365
H 4.125 -1.632 -1.687 -1.253 -0.848 1.520
H 1.446 -1.820 0.145 1.970 1.503 -0.448
H 2.854 -0.818 0.901 -0.491 -0.841 -1.993
H 2.816 0.427 -1.751 -1.855 -0.623 1.627
H 0.984 -0.082 -1.553 1.867 0.624 1.100
H 2.788 2.061 0.238 -2.159 -1.499 -0.664
H 1.179 2.297 -0.717 1.319 -1.482 1.388
H 0.871 0.218 1.747 0.221 2.036 -1.033
H 1.309 2.018 2.166 -1.000 -1.583 -1.793
H -0.914 2.876 1.289 0.451 -2.066 -0.659
H -1.281 1.202 2.047 0.881 1.118 -1.947
H -1.393 -0.026 -0.127 -0.514 2.151 -0.557
H -0.773 1.412 -1.204 -1.106 -0.425 1.680
H -5.692 -0.130 1.083 2.329 0.554 -0.068
H -4.165 0.136 2.184 -0.584 -0.171 -2.231
H -2.788 -1.535 0.562 -2.048 0.611 -0.166
H -4.219 -3.677 0.926 -0.994 2.104 0.476
H -5.841 -2.578 1.145 2.475 -0.283 -0.183
H -4.418 -2.424 2.371 -0.479 -0.753 -2.257
H -4.005 -2.752 -1.399 -0.452 2.247 0.576
H -3.567 -1.015 -1.918 -1.543 -0.942 1.722
H -5.413 -1.521 -1.463 2.722 0.069 0.923
C 3.395 7.061 -1.491 0.087 0.010 -0.091
S 2.513 5.995 -0.325 0.206 -0.472 -0.087
O 3.280 4.710 -0.221 -0.352 0.662 -0.162
C 1.087 5.692 -1.397 -0.024 -0.069 -0.051
H 4.350 7.348 -1.044 -0.159 -0.099 0.040
H 3.579 6.523 -2.424 -0.053 -0.043 0.114
H 2.803 7.958 -1.685 0.007 -0.081 0.067
H 1.415 5.240 -2.336 0.049 0.009 0.116
H 0.572 6.635 -1.594 0.060 -0.048 0.069
H 0.406 5.009 -0.884 0.157 0.089 -0.004
C -9.786 -1.575 -1.315 -0.039 -0.123 0.019
S -8.146 -0.840 -1.108 -0.159 -0.044 0.252
O -7.322 -1.797 -0.298 -0.605 0.368 -0.157
C -8.679 0.490 -0.003 0.067 -0.023 0.095
H -9.693 -2.459 -1.949 0.097 0.141 0.071
H -10.190 -1.867 -0.343 0.127 0.054 -0.038
H -10.451 -0.853 -1.796 0.122 -0.014 0.020
H -9.152 0.069 0.887 0.052 -0.078 -0.107
H -9.380 1.142 -0.528 0.098 -0.071 -0.026
H -7.800 1.068 0.293 -0.062 -0.061 -0.104
C 2.650 -3.788 6.218 0.101 0.100 0.059
S 1.865 -4.360 4.691 0.096 0.202 -0.241
O 2.707 -3.882 3.546 -0.417 0.027 0.913
C 0.427 -3.269 4.803 0.115 0.099 -0.108
H 3.599 -4.313 6.339 -0.149 0.002 -0.115
H 2.835 -2.712 6.162 -0.064 -0.077 -0.100
H 2.001 -4.013 7.068 0.006 -0.027 -0.102
H 0.751 -2.226 4.836 -0.012 -0.161 0.000
H -0.147 -3.512 5.700 0.080 -0.040 -0.048
H -0.198 -3.426 3.921 0.170 -0.090 0.082
C 3.170 -1.794 -5.191 -0.073 -0.163 0.196
S 2.062 -3.066 -4.535 0.420 -0.114 0.056
O 2.874 -3.948 -3.633 -0.325 0.231 -0.652
C 1.842 -3.944 -6.101 -0.021 -0.179 -0.052
H 3.474 -1.141 -4.371 -0.167 -0.249 -0.165
H 4.055 -2.261 -5.630 -0.089 -0.049 0.089
H 2.642 -1.206 -5.946 -0.035 -0.042 0.093
H 2.810 -4.275 -6.483 -0.028 0.061 0.116
H 1.359 -3.283 -6.825 0.020 0.001 0.107
H 1.205 -4.814 -5.925 0.081 0.146 0.065
C -1.099 0.864 7.441 -0.025 -0.105 0.063
S -0.138 1.148 5.935 0.099 -0.304 -0.091
O 0.057 -0.182 5.267 -0.071 0.578 0.452
C 1.407 1.565 6.778 0.114 -0.056 0.005
H -2.106 0.550 7.158 0.165 0.062 -0.078
H -0.630 0.079 8.041 0.025 0.048 -0.113
H -1.157 1.791 8.017 0.025 -0.038 -0.107
H 1.719 0.737 7.418 -0.098 0.010 -0.080
H 1.264 2.469 7.375 -0.054 -0.058 -0.086
H 2.176 1.748 6.023 -0.203 -0.045 0.018
C 7.069 1.767 -4.776 0.067 -0.101 -0.057
S 5.297 1.877 -4.430 -0.058 -0.278 0.028
O 4.749 0.481 -4.434 0.460 0.815 -0.167
C 4.849 2.641 -6.007 -0.057 -0.063 -0.129
H 7.559 1.279 -3.930 -0.185 0.065 -0.056
H 7.237 1.177 -5.681 -0.102 0.023 0.070
H 7.480 2.771 -4.901 -0.097 -0.050 0.046
H 5.155 1.997 -6.835 0.003 -0.012 0.115
H 5.334 3.617 -6.091 -0.021 -0.080 0.080
H 3.764 2.773 -6.034 0.152 -0.061 0.123

Entry 2:
114
Properties=species:S:1:pos:R:3:forces:R:3 method="wB97M-V/def2-TZVPD" energy_ev=-82742.988 homo_lumo_gap_ev=7.21 max_force_ev_per_a=6.9 total_charge=0 smiles="CCC[C@H](C)[C@]1(CCC(F)(F)F)C(=O)O[C@](F)(CN)[C@]1(CN)C[C@@H](C)O.CN(C)P(=O)(N(C)C)N(C)C.CN(C)P(=O)(N(C)C)N(C)C"
C 4.350 -0.902 7.503 0.964 -0.343 0.246
C 4.688 -1.687 6.208 -0.145 0.543 -0.109
C 3.493 -1.975 5.262 -0.230 0.081 0.303
C 2.268 -2.659 5.914 1.716 0.751 1.550
C 2.887 -3.770 6.859 -0.488 -0.552 -0.791
C 1.051 -3.141 5.068 1.988 -1.184 0.786
C -0.075 -3.306 6.147 -0.722 -0.786 -1.169
C -0.817 -2.102 6.755 -0.975 -0.294 -0.087
C -0.240 -0.727 7.010 -0.261 0.092 1.393
F 0.437 -0.721 8.194 0.309 -0.043 -0.307
F 0.563 -0.160 6.107 0.011 -0.236 -0.327
F -1.264 0.136 7.209 -0.005 -0.027 -0.268
C 1.467 -4.574 4.575 -1.884 -0.224 -0.619
O 2.483 -5.170 4.446 0.736 0.310 0.775
O 0.324 -5.086 3.950 0.597 1.192 0.112
C 0.064 -4.037 2.979 1.359 -2.853 -0.150
F -1.289 -4.211 2.752 0.067 1.253 0.107
C 0.722 -4.671 1.724 -0.987 -0.601 -0.850
N 0.418 -4.063 0.423 0.510 0.029 0.196
C 0.587 -2.672 3.625 -3.170 0.399 -0.282
C -0.828 -1.894 3.732 0.470 1.098 0.511
N -1.446 -1.424 2.509 0.178 -0.102 -0.012
C 1.329 -1.762 2.620 0.728 0.151 -0.144
C 2.821 -1.715 2.241 1.187 0.395 -0.948
C 3.564 -3.006 1.899 -0.096 -0.231 -0.127
O 2.882 -0.969 0.979 -0.473 -0.014 0.404
H 4.541 0.173 7.382 -0.483 -0.231 -0.047
H 3.359 -1.093 7.929 0.118 0.198 -0.278
H 5.074 -1.221 8.273 -0.297 0.144 -0.124
H 5.278 -2.583 6.440 -0.431 0.072 -0.020
H 5.377 -1.052 5.625 -0.148 -0.254 0.135
H 3.879 -2.626 4.469 -0.172 0.401 -0.069
H 3.165 -0.989 4.898 0.118 -0.417 -0.316
H 1.955 -1.938 6.684 -0.468 -0.045 -0.701
H 3.192 -3.345 7.819 -0.039 0.007 -0.258
H 2.197 -4.600 7.065 0.116 0.260 0.049
H 3.751 -4.227 6.361 -0.197 0.085 0.291
H -0.851 -3.913 5.651 0.071 0.292 0.312
H 0.256 -3.974 6.951 0.396 0.428 -0.228
H -1.192 -2.428 7.739 0.362 0.243 -0.147
H -1.762 -1.941 6.217 0.510 0.160 -0.107
H 1.776 -4.931 1.859 -0.156 0.662 0.060
H 0.247 -5.666 1.674 0.057 0.314 0.437
H -0.332 -3.386 0.462 0.094 -0.056 -0.125
H 1.231 -3.677 -0.039 -0.200 0.268 0.134
H -0.601 -0.989 4.318 -0.166 -0.308 -0.137
H -1.585 -2.448 4.293 0.450 -0.268 -0.217
H -1.332 -2.041 1.715 -0.370 -0.029 0.121
H -1.125 -0.513 2.210 -0.077 -0.076 0.044
H 0.867 -1.930 1.638 0.016 -0.128 0.404
H 1.044 -0.717 2.845 0.242 -0.338 0.199
H 3.468 -1.091 2.870 -0.570 -0.508 0.506
H 3.608 -3.747 2.706 -0.227 0.208 -0.138
H 3.080 -3.452 1.020 0.165 0.011 0.267
H 4.603 -2.799 1.605 -0.335 0.211 0.125
H 2.524 -0.095 1.191 0.114 -0.101 -0.307
O -2.452 -0.172 0.057 -2.960 -2.236 0.787
P -3.451 0.201 -1.030 4.457 4.503 -2.790
N -2.540 -0.368 -2.355 0.977 -0.276 -0.004
C -2.071 0.330 -3.527 -0.445 0.438 -0.257
C -2.627 -1.798 -2.582 -0.453 -0.049 0.353
N -3.370 1.916 -0.740 0.039 1.013 -0.228
C -2.214 2.697 -1.166 0.132 -0.197 -0.343
C -3.689 2.247 0.649 -0.244 -0.357 -0.006
N -4.911 0.450 -2.038 -1.982 -2.856 1.997
C -5.140 1.659 -2.799 0.509 0.681 0.109
C -6.145 0.072 -1.334 0.057 -0.135 -0.005
H -2.816 0.333 -4.338 0.061 0.054 -0.074
H -1.167 -0.146 -3.918 -0.071 -0.198 0.123
H -1.778 1.355 -3.324 -0.156 -0.012 -0.003
H -3.492 -2.053 -3.214 0.066 -0.083 -0.072
H -2.735 -2.336 -1.635 -0.011 0.039 -0.007
H -1.720 -2.179 -3.056 0.022 0.139 -0.034
H -1.261 2.209 -0.928 0.072 0.053 -0.016
H -2.217 3.683 -0.697 -0.145 -0.116 0.206
H -2.258 2.900 -2.238 0.098 -0.101 -0.006
H -2.843 2.066 1.322 -0.037 -0.044 0.066
H -4.531 1.647 1.005 0.060 -0.016 0.034
H -3.988 3.295 0.729 0.053 0.018 -0.132
H -5.428 2.509 -2.170 0.051 -0.007 0.012
H -5.951 1.475 -3.511 0.006 -0.310 0.100
H -4.274 1.950 -3.391 0.102 -0.041 0.144
H -6.414 0.803 -0.559 -0.156 0.007 -0.041
H -6.021 -0.902 -0.851 0.014 0.036 0.005
H -6.982 -0.020 -2.031 0.051 0.074 -0.035
O -0.819 2.940 -5.297 1.828 -3.412 -0.393
P 0.320 3.304 -6.241 -2.082 6.545 -0.276
N 1.124 4.381 -5.187 -0.369 0.439 0.801
C 1.472 5.769 -5.357 0.243 0.142 -0.558
C 1.971 3.738 -4.200 -0.001 -0.510 -0.260
N -0.699 4.042 -7.446 -0.259 0.705 -0.716
C -1.289 5.356 -7.228 0.249 0.176 0.272
C -1.734 3.121 -7.919 0.250 -0.322 0.100
N 1.680 3.300 -7.405 0.721 -3.858 0.753
C 1.829 4.300 -8.439 -0.626 0.535 -0.164
C 1.922 1.966 -7.975 0.036 -0.042 0.133
H 2.445 5.902 -5.855 0.007 0.091 0.002
H 1.534 6.262 -4.382 0.042 -0.206 0.081
H 0.720 6.330 -5.908 0.031 -0.147 -0.104
H 2.980 3.552 -4.596 0.056 0.044 0.102
H 1.548 2.777 -3.894 -0.024 0.025 -0.034
H 2.054 4.344 -3.295 -0.051 0.106 -0.085
H -1.718 5.468 -6.225 -0.050 0.078 0.005
H -2.078 5.553 -7.957 -0.030 -0.267 -0.013
H -0.552 6.143 -7.397 0.012 -0.007 0.117
H -2.571 3.046 -7.217 -0.005 -0.081 0.009
H -1.323 2.116 -8.055 -0.039 0.007 0.043
H -2.112 3.446 -8.891 0.072 0.123 0.022
H 1.121 4.167 -9.265 -0.032 0.021 0.041
H 2.841 4.232 -8.848 0.058 -0.218 0.229
H 1.722 5.314 -8.057 -0.138 -0.058 0.097
H 1.147 1.686 -8.702 0.103 -0.051 -0.110
H 1.929 1.212 -7.182 -0.022 0.024 -0.015
H 2.895 1.920 -8.470 -0.032 0.088 -0.017

Values for HOMO energy, eV, ordered as above
-8.29, -7.87